Molecular formula: C26H60FO8P2S
Method: DFT, ωB97M-V/def2-TZVPD

Calculated values
E_HOMO	-11.9	eV
frontier orbital gap	0.2434	Eh
net charge	+1

XYZ file:
```
98
Properties=species:S:1:pos:R:3:forces:R:3
C -7.94646 -1.04301 -5.57398 0.495 -0.559 -0.201
C -6.82576 -1.48819 -6.56247 -0.213 -0.394 1.098
C -6.53343 -3.02292 -6.48149 0.515 0.713 -1.128
C -5.22341 -3.33494 -5.71118 -1.001 0.127 -0.142
C -5.32680 -2.76195 -4.28190 0.223 -1.129 -0.032
C -4.39186 -3.44018 -3.26440 0.436 0.751 0.017
C -2.95377 -2.86683 -3.24304 -0.126 -0.354 0.730
C -2.81706 -1.72117 -2.21722 0.922 -0.589 -0.411
C -1.43931 -1.01288 -2.28682 -1.441 0.466 0.680
C -1.47729 0.14306 -1.25463 1.148 -0.907 -0.268
C -0.09353 0.82681 -1.05932 -0.889 0.679 0.788
C -0.04866 2.29228 -1.55720 0.782 -0.828 -0.178
C 0.46554 2.41215 -3.01955 -0.400 1.017 0.701
C 1.95162 2.85994 -3.14582 -1.531 -0.659 -0.251
S 3.12382 1.55621 -3.56629 1.405 1.359 -0.599
F 3.45914 0.73478 -2.28161 -0.933 -0.151 -0.261
H -7.68183 -0.10442 -5.07769 -0.366 0.037 -0.260
H -8.92295 -1.00531 -6.06427 0.129 0.258 0.130
H -8.01994 -1.80039 -4.78612 -0.090 0.204 -0.039
H -7.05170 -1.18431 -7.58770 0.045 0.012 0.183
H -5.90781 -0.98683 -6.23276 -0.070 0.089 -0.428
H -7.38436 -3.58319 -6.07662 0.155 0.172 0.134
H -6.42893 -3.34669 -7.52772 0.079 -0.286 0.303
H -5.12969 -4.42868 -5.70521 0.189 0.168 0.276
H -4.36561 -2.93919 -6.27094 -0.111 0.008 0.169
H -5.16609 -1.67744 -4.28436 -0.087 -0.130 0.079
H -6.35175 -2.96101 -3.94381 0.127 0.237 -0.048
H -4.32169 -4.52501 -3.40140 -0.363 0.178 -0.154
H -4.81595 -3.25340 -2.26647 0.135 -0.275 -0.109
H -2.56455 -2.60884 -4.23674 -0.302 0.120 0.076
H -2.30401 -3.67145 -2.86489 0.052 0.188 -0.256
H -3.64810 -1.00636 -2.25052 0.148 -0.056 -0.169
H -2.82787 -2.21252 -1.23312 -0.364 0.277 -0.076
H -1.25229 -0.64931 -3.30669 0.171 -0.110 0.132
H -0.68499 -1.74145 -1.96445 0.103 0.202 -0.362
H -1.72991 -0.33697 -0.30083 -0.163 0.246 -0.134
H -2.27196 0.86173 -1.48039 0.196 -0.051 -0.045
H 0.73341 0.22600 -1.46674 -0.202 0.085 -0.089
H 0.06711 0.86311 0.02651 0.162 -0.025 -0.223
H -1.03162 2.76493 -1.48547 0.117 -0.193 0.046
H 0.61569 2.83801 -0.87184 -0.120 0.177 -0.336
H -0.11046 3.23002 -3.47282 0.226 -0.196 -0.157
H 0.23777 1.51690 -3.60893 0.163 0.073 0.108
H 2.30539 3.42653 -2.27635 0.298 -0.425 -0.053
H 1.99874 3.56187 -3.99613 0.619 -0.465 -0.081
H 2.40373 0.72670 -4.38757 -0.277 -0.054 0.920
O 7.39414 -0.60072 2.58052 -3.388 0.551 -0.188
P 7.30479 0.80312 2.07767 6.964 1.570 -0.604
O 8.02880 0.73029 0.60225 -1.015 -0.120 0.168
C 7.67349 -0.27224 -0.33924 0.129 -0.204 -0.255
C 6.53330 0.18571 -1.23769 -0.133 0.068 0.090
O 8.46247 1.53302 2.95296 -0.854 0.140 -0.093
C 8.94655 0.95512 4.16902 0.358 -0.244 0.183
C 10.22400 0.18039 3.91952 0.143 0.025 -0.141
O 6.68497 2.31894 1.77776 -2.023 -2.072 1.105
C 5.36838 2.46223 1.26361 -0.351 0.454 -0.386
C 4.36674 1.49387 1.85024 0.070 -0.199 0.040
H 7.40768 -1.20903 0.15579 0.061 0.059 0.118
H 8.56389 -0.46032 -0.94043 0.012 0.056 0.044
H 5.59892 0.24155 -0.67027 0.007 -0.046 0.002
H 6.38347 -0.51332 -2.06353 0.052 -0.035 0.033
H 6.73558 1.17864 -1.64509 0.099 -0.035 -0.023
H 8.18669 0.32858 4.63470 -0.012 -0.063 -0.141
H 9.14644 1.77866 4.85645 -0.071 0.117 -0.151
H 10.09975 -0.55186 3.12165 -0.155 -0.060 0.086
H 10.54331 -0.34032 4.82345 -0.011 0.031 0.005
H 11.02191 0.85687 3.60885 -0.011 0.014 0.059
H 5.40217 2.38004 0.17084 0.014 -0.074 -0.001
H 5.05144 3.48208 1.49124 0.179 0.008 0.044
H 4.61745 0.45456 1.60522 -0.035 0.027 -0.018
H 3.36957 1.69941 1.45660 -0.022 -0.030 0.054
H 4.33852 1.57598 2.93785 -0.054 0.046 -0.023
O -1.98793 1.07398 3.10327 -3.276 -0.411 0.139
P -2.18557 0.25544 4.34178 6.489 -0.869 2.244
O -1.53410 1.17933 5.52840 -0.980 -0.153 -0.480
C -1.89026 2.55319 5.66027 0.049 0.437 0.178
C -3.07766 2.73140 6.58692 -0.128 -0.156 -0.071
O -1.00639 -0.86348 4.16536 -0.712 -0.084 -0.013
C -0.42446 -1.10898 2.89388 0.285 0.067 -0.142
C 0.87124 -0.33635 2.74774 0.224 0.118 0.038
O -2.91711 -0.79131 5.39290 -1.726 1.209 -2.331
C -4.28982 -0.61364 5.75936 -0.527 -0.090 0.484
C -5.16724 -0.16768 4.60961 0.190 0.094 -0.137
H -2.09567 3.00242 4.68580 0.069 -0.119 -0.054
H -1.02098 3.06225 6.07928 0.055 -0.124 -0.025
H -3.99080 2.34804 6.12229 -0.011 0.056 0.009
H -3.23661 3.78587 6.81549 0.016 -0.007 -0.019
H -2.92677 2.18626 7.51922 0.068 0.063 0.008
H -1.12245 -0.86995 2.09017 0.005 0.121 0.043
H -0.22072 -2.17998 2.83128 -0.052 -0.006 0.154
H 0.73519 0.72533 2.95952 -0.191 -0.009 -0.078
H 1.27324 -0.43751 1.73563 0.020 -0.078 0.019
H 1.61524 -0.70557 3.45564 -0.006 -0.053 -0.047
H -4.35441 0.08351 6.59894 0.079 0.061 -0.068
H -4.64136 -1.57870 6.12651 0.202 -0.035 -0.024
H -4.87129 0.82412 4.24513 -0.057 -0.007 0.044
H -6.20957 -0.11175 4.92261 0.015 0.012 -0.003
H -5.08877 -0.86368 3.77201 -0.045 -0.031 0.042
```
Positions in Å, forces in eV/Å.


Molecular formula: C26H61BI2N3O2
Method: DFT, ωB97M-V/def2-TZVPD

Calculated values
E_HOMO	-4.5	eV
frontier orbital gap	0.2543	Eh
net charge	-1

XYZ file:
```
95
Properties=species:S:1:pos:R:3:forces:R:3
C -1.57986 0.35638 -1.11458 0.091 -0.050 -0.207
C -0.13989 0.75863 -1.62051 -0.850 0.364 0.792
C 0.44424 1.92242 -0.71361 0.095 -1.377 -0.891
C 1.27167 1.24129 0.39443 -0.755 0.826 1.818
O 0.55354 0.17287 1.02228 0.134 0.665 -0.960
B 1.22183 -0.04363 2.32037 -0.201 -1.269 1.287
C 1.68076 -1.60517 2.48481 0.386 -0.268 -0.598
C 2.32765 -2.23993 1.20823 0.559 -0.983 0.768
C 3.90027 -2.15168 1.20772 -1.183 -0.063 -0.142
I 4.49232 -2.03829 -0.91145 0.261 0.007 0.670
O 2.25602 1.03346 2.43080 -0.522 2.050 -0.571
C 1.64703 2.06936 1.70987 1.413 -1.586 -1.295
I -0.19151 2.91380 2.60947 -0.004 0.215 0.117
H -1.96554 1.07453 -0.35978 0.343 -0.421 -0.419
H -2.30505 0.36422 -1.96066 0.398 -0.217 0.523
H -1.57061 -0.63928 -0.62309 -0.064 0.580 -0.358
H 0.52652 -0.12346 -1.53782 -0.284 0.524 -0.254
H -0.22329 1.07371 -2.67966 0.243 -0.122 0.513
H -0.40453 2.49799 -0.30224 0.553 -0.218 -0.050
H 1.03297 2.58242 -1.38237 0.055 -0.198 0.694
H 2.26368 0.82556 0.10628 -0.422 0.573 -0.620
H 0.55679 0.14093 3.32919 -0.808 0.075 -0.020
H 0.75410 -2.19764 2.69311 0.523 0.506 -0.094
H 2.32035 -1.73743 3.39212 -0.224 -0.028 -0.604
H 2.09575 -3.33568 1.21351 0.172 0.640 -0.254
H 1.90596 -1.85248 0.26152 0.111 0.166 0.708
H 4.27914 -1.26871 1.75461 -0.125 -0.381 -0.611
H 4.33525 -3.08652 1.60317 -0.020 0.629 -0.272
H 2.24345 2.98858 1.56177 0.050 -0.665 0.291
C -2.05074 -2.36418 -3.92995 -0.034 -0.058 -0.080
C -0.64294 -2.78072 -3.52789 -0.120 0.032 -0.026
N -0.55901 -4.14351 -3.02635 0.073 -0.189 0.145
C 0.71609 -4.44119 -2.38669 0.073 0.136 0.253
C 1.97824 -4.41344 -3.25143 0.160 -0.174 -0.007
C -1.07808 -5.17851 -3.90589 -0.245 0.098 -0.016
C -0.46943 -5.29962 -5.30544 -0.038 -0.195 -0.170
H -2.75302 -2.50886 -3.10686 0.040 -0.026 -0.013
H -2.05918 -1.30543 -4.19569 0.029 -0.018 0.024
H -2.41137 -2.92103 -4.79805 -0.019 0.004 0.024
H -0.31659 -2.10056 -2.73600 0.118 -0.158 0.053
H 0.03214 -2.61366 -4.37922 0.038 0.097 -0.067
H 0.64890 -5.41613 -1.89259 -0.138 -0.018 -0.112
H 0.85196 -3.72430 -1.56954 -0.080 0.079 -0.083
H 2.04894 -5.29098 -3.89599 -0.036 0.059 -0.068
H 2.86106 -4.42060 -2.60763 -0.056 0.050 -0.002
H 2.03766 -3.51768 -3.87186 -0.022 -0.008 0.024
H -2.15561 -5.02071 -4.01671 0.028 0.113 0.000
H -0.99997 -6.14601 -3.40036 0.148 0.107 0.114
H -0.34777 -4.33101 -5.79288 0.015 0.019 0.060
H -1.12982 -5.89711 -5.94077 0.007 0.009 0.024
H 0.49547 -5.80378 -5.28747 0.057 0.105 -0.026
C -2.69190 -3.99374 -0.17063 -0.042 0.078 0.037
C -3.90542 -3.95687 0.74920 0.171 0.041 -0.072
N -3.57834 -4.17222 2.14916 -0.113 -0.267 0.251
C -4.74504 -4.41476 2.98244 -0.050 -0.184 -0.072
C -5.76596 -3.28508 3.13491 -0.160 0.067 0.185
C -2.57746 -3.27292 2.71315 0.290 0.103 -0.136
C -2.85522 -1.76973 2.66311 0.160 0.146 0.132
H -2.13420 -4.92445 -0.04938 0.005 0.036 0.038
H -3.01502 -3.93037 -1.21124 0.039 -0.004 0.033
H -2.01457 -3.15736 0.01015 0.020 -0.031 -0.023
H -4.58461 -4.75292 0.42621 -0.076 -0.005 0.206
H -4.43985 -3.00939 0.59226 -0.041 0.067 -0.091
H -4.41280 -4.72611 3.97824 0.138 0.097 -0.046
H -5.26754 -5.28920 2.57663 0.058 0.037 -0.128
H -5.40237 -2.49744 3.79404 0.013 0.043 -0.100
H -6.68337 -3.67634 3.58419 0.019 -0.023 -0.017
H -6.03921 -2.84027 2.17692 0.056 -0.002 0.008
H -1.62877 -3.45958 2.20208 -0.084 -0.013 -0.086
H -2.38318 -3.56253 3.75048 -0.190 -0.113 -0.031
H -3.23502 -1.44514 1.69274 0.002 -0.036 -0.008
H -1.92562 -1.22207 2.84070 -0.015 0.004 -0.038
H -3.55965 -1.45987 3.43459 -0.080 0.026 -0.071
C 1.62637 5.98890 -0.85930 0.022 -0.061 0.073
C 2.47374 7.16652 -0.39541 -0.088 -0.148 -0.034
N 1.85811 7.93797 0.67190 -0.081 0.355 0.035
C 2.52251 9.20724 0.92286 -0.049 0.101 -0.176
C 3.96358 9.17432 1.43662 0.131 0.146 0.142
C 1.47310 7.18194 1.85716 -0.225 -0.296 -0.011
C 2.56356 6.40015 2.59030 -0.021 -0.081 0.239
H 0.62707 6.31590 -1.15344 0.014 0.010 0.082
H 2.09422 5.51704 -1.72569 0.020 0.009 0.030
H 1.52772 5.22395 -0.08666 -0.055 0.009 -0.031
H 2.61995 7.82455 -1.25808 0.028 0.165 0.147
H 3.46962 6.79664 -0.11434 0.087 -0.066 -0.049
H 1.91429 9.79626 1.61711 -0.050 -0.161 0.046
H 2.51082 9.77910 -0.01231 -0.006 -0.130 -0.064
H 4.01237 8.88942 2.48725 0.033 -0.085 -0.048
H 4.40511 10.17176 1.35792 -0.024 -0.009 -0.020
H 4.59426 8.49526 0.86101 -0.046 -0.022 0.016
H 0.68709 6.47792 1.56992 0.088 -0.013 -0.073
H 0.98192 7.85575 2.56602 0.103 0.157 -0.130
H 3.21134 5.84662 1.90833 -0.012 0.026 -0.022
H 2.09950 5.66734 3.25514 -0.016 -0.001 -0.065
H 3.18294 7.04656 3.21149 0.103 -0.009 -0.070
```
Positions in Å, forces in eV/Å.


DFT total energy list, top to bottom, in hartree: -2809.05223 -1962.27925